[1]
Computed, not measured: a single C4H7NO molecule, with ωB97M-V/def2-TZVPD.

Each line ends with the Mulliken charge.
Element x y z (Å)
O -0.44 2.89 -1.28  -0.5550
C -0.30 1.69 -1.29  0.0888
N -0.69 0.84 -0.30  -0.2320
C -0.21 -0.51 -0.23  -0.0226
C -0.26 -1.20 1.09  -0.6460
C 1.07 -0.75 0.53  -0.4613
H 0.15 1.14 -2.14  0.2978
H -1.04 1.28 0.55  0.2377
H -0.43 -1.09 -1.11  0.3501
H -0.69 -0.66 1.94  0.2353
H -0.49 -2.26 1.08  0.2236
H 1.78 -1.51 0.20  0.2352
H 1.54 0.14 0.94  0.2484

Lowest unoccupied orbital energy = 1.049 eV
Largest force on an atom = 0.007 hartree/bohr
HOMO = -9.5 eV
Structure (SMILES) = O=CNC1CC1

[2]
Computed, not measured: a molecular structure, C15H20FMnNO7S, with ωB97M-V/def2-TZVPD.

Each line ends with the Mulliken charge.
Element x y z (Å)
Mn -0.61 0.68 0.02  0.7163
C -1.57 3.12 1.19  -0.7654
C -0.45 3.00 2.20  -0.4882
O 0.14 1.70 2.05  -0.2933
C 1.56 1.63 2.22  -0.5857
C 2.18 0.79 1.10  -0.6416
O 1.44 1.07 -0.09  0.2062
C 2.18 1.06 -1.33  -0.9474
C 1.20 1.31 -2.46  -0.5813
O 0.55 2.53 -2.17  -0.3733
C -0.84 2.62 -2.43  -0.6462
C -1.45 3.38 -1.26  -0.6621
O -0.97 2.76 -0.06  0.1409
H -1.94 4.14 1.16  0.5132
H -2.39 2.43 1.42  0.2676
H -0.82 3.12 3.22  0.3766
H 0.30 3.76 2.00  0.4110
H 1.78 1.17 3.19  0.3638
H 1.97 2.64 2.20  0.4138
H 2.14 -0.28 1.31  0.2496
H 3.22 1.09 0.97  0.5205
H 2.68 0.10 -1.46  0.4669
H 2.91 1.87 -1.30  0.5521
H 0.48 0.48 -2.52  0.3562
H 1.73 1.36 -3.41  0.4891
H -1.29 1.63 -2.50  0.3140
H -1.03 3.16 -3.36  0.4409
H -2.54 3.33 -1.31  0.4111
H -1.12 4.42 -1.26  0.4227
F -2.30 0.53 -0.43  -0.7016
O -1.44 -1.12 1.69  -0.5996
C -0.90 -1.80 0.83  0.8470
N -0.23 -1.18 -0.18  0.2508
S 0.74 -2.24 -1.05  0.9562
O 2.08 -2.11 -0.56  -0.6351
O 0.51 -2.06 -2.45  -0.6409
C -0.03 -3.68 -0.34  0.4144
C 0.13 -5.00 -0.67  -0.7074
C -0.56 -5.94 0.10  -0.5425
C -1.36 -5.54 1.16  -0.5513
C -1.52 -4.20 1.48  -0.5453
C -0.84 -3.27 0.71  -0.0045
H 0.76 -5.31 -1.50  0.4666
H -0.46 -6.99 -0.14  0.4170
H -1.87 -6.29 1.75  0.4118
H -2.15 -3.87 2.29  0.5161

Expectation value of S² = 6.045
Lowest unoccupied orbital energy (spin up / spin down) = -5.318 / -4.001 eV
Total charge = +1
Largest force on an atom = 0.018 hartree/bohr
2S+1 = 5
HOMO (spin up / spin down) = -12.7 / -12.7 eV

[3]
Computed, not measured: a molecular structure, C75H94BrGe2N4OS5SbSi3Tl, with ωB97M-V/def2-TZVPD.

Each line ends with the Mulliken charge.
Element x y z (Å)
Tl 0.55 0.13 0.03  1.4483
C 6.75 4.87 5.56  -1.7290
C 5.65 3.87 5.80  0.4577
C 4.32 4.27 5.90  -0.8544
C 3.31 3.36 6.16  1.2791
C 1.89 3.83 6.35  -1.6986
C 3.63 2.01 6.30  0.9370
C 4.96 1.59 6.23  1.0574
C 5.33 0.15 6.44  -1.5472
C 5.95 2.53 5.98  -0.5505
C 2.55 1.06 6.67  -0.5956
C 2.30 0.90 8.03  0.0776
C 1.29 0.08 8.48  -1.1772
C 0.50 -0.58 7.56  0.2658
C 0.72 -0.44 6.19  -0.6238
C 1.76 0.38 5.72  -0.5393
Ge 2.19 0.54 3.75  -1.2985
S 0.30 0.49 2.61  0.2005
S 3.54 2.25 3.09  0.3025
Ge 4.38 0.63 1.69  -0.3026
S 3.31 0.40 -0.16  -0.5371
S 3.80 -0.97 3.25  0.0710
C 6.35 0.66 1.26  -0.1894
C 7.19 -0.41 1.62  -0.9286
C 8.51 -0.46 1.17  0.1036
C 9.02 0.54 0.36  -1.1012
C 8.20 1.60 0.01  -0.1531
C 6.87 1.67 0.44  -0.3665
C 6.16 2.89 -0.03  0.9107
C 5.74 3.01 -1.36  0.8425
C 5.72 1.84 -2.31  -1.8845
C 5.31 4.24 -1.83  -0.6523
C 5.31 5.37 -1.03  0.7881
C 4.88 6.71 -1.57  -1.7206
C 5.73 5.24 0.28  -0.6559
C 6.14 4.02 0.80  0.8359
C 6.58 3.93 2.24  -1.4360
C 6.77 -1.55 2.49  0.7090
C 6.13 -2.66 1.94  1.5776
C 5.76 -2.72 0.48  -1.6188
C 5.82 -3.74 2.77  -0.8759
C 6.15 -3.74 4.11  0.7300
C 5.81 -4.90 5.00  -1.6996
C 6.81 -2.63 4.63  -0.7118
C 7.12 -1.53 3.84  0.7148
C 7.82 -0.34 4.43  -1.7538
C -0.23 -1.18 5.31  0.5258
C -1.50 -0.66 5.08  0.0958
C -1.92 0.68 5.62  -1.2747
C -2.40 -1.39 4.32  0.6402
C -2.06 -2.61 3.76  0.5952
C -3.04 -3.38 2.91  -1.2626
C -0.80 -3.13 4.02  -0.2003
C 0.12 -2.45 4.81  0.8794
C 1.45 -3.06 5.14  -1.5124
H 6.34 5.86 5.32  0.3588
H 7.38 4.55 4.73  0.3031
H 7.38 4.96 6.44  0.4114
H 4.06 5.32 5.78  0.3020
H 1.78 4.87 6.05  0.4702
H 1.60 3.75 7.40  0.3757
H 1.19 3.22 5.78  0.1379
H 4.66 -0.33 7.16  0.3552
H 6.35 0.06 6.81  0.6031
H 5.25 -0.41 5.51  -0.1397
H 6.99 2.21 5.93  0.4033
H 2.92 1.45 8.73  0.5277
H 1.11 -0.04 9.54  0.3739
H -0.32 -1.21 7.88  0.5363
H 9.13 -1.30 1.47  0.5196
H 10.04 0.50 0.00  0.3722
H 8.58 2.40 -0.61  0.5004
H 6.29 0.99 -1.93  0.1340
H 6.12 2.13 -3.29  0.5612
H 4.69 1.51 -2.45  0.1228
H 4.97 4.32 -2.86  0.1666
H 4.57 6.63 -2.61  0.3702
H 5.70 7.44 -1.51  0.4083
H 4.05 7.11 -0.99  0.2760
H 5.74 6.12 0.93  0.3260
H 6.77 4.92 2.65  0.5846
H 7.47 3.32 2.35  0.3725
H 5.79 3.47 2.84  -0.2368
H 6.37 -2.04 -0.12  0.2625
H 4.72 -2.43 0.35  -0.0073
H 5.87 -3.73 0.10  0.5536
H 5.30 -4.59 2.34  0.2598
H 5.31 -5.69 4.43  0.3689
H 5.14 -4.59 5.80  0.3088
H 6.70 -5.32 5.46  0.4024
H 7.08 -2.62 5.69  0.3596
H 7.97 -0.46 5.50  0.4780
H 7.23 0.57 4.26  0.0143
H 8.79 -0.18 3.96  0.5649
H -1.19 1.09 6.31  0.3518
H -2.88 0.60 6.14  0.2905
H -2.05 1.39 4.80  -0.1900
H -3.39 -0.98 4.15  -0.0205
H -3.98 -2.84 2.81  0.0564
H -3.25 -4.36 3.36  0.4779
H -2.63 -3.56 1.91  -0.0299
H -0.53 -4.10 3.61  0.3878
H 1.43 -4.14 4.96  0.4751
H 1.72 -2.87 6.18  0.3587
H 2.24 -2.64 4.51  -0.1923
S 0.10 -0.32 -2.22  -0.6670
C -4.29 4.09 -1.30  -1.0691
Si -2.87 4.87 -0.32  0.7577
C -3.47 5.12 1.46  -0.5658
C -2.70 6.62 -1.04  -1.1163
Sb -0.85 3.27 -0.21  -1.2542
Si 0.12 3.80 -2.55  0.7580
C 0.35 5.63 -3.02  -1.1527
C -1.09 3.00 -3.78  -0.9003
C 1.81 2.98 -2.73  -0.0339
Si 0.66 4.88 1.11  0.0298
C 0.51 4.51 2.96  0.0714
C 0.31 6.74 0.89  -1.1949
C 2.42 4.61 0.49  0.4605
H -5.23 4.60 -1.10  0.4280
H -4.41 3.03 -1.06  0.1317
H -4.10 4.16 -2.38  0.3192
H -4.44 5.63 1.49  0.4259
H -2.75 5.73 2.02  0.2314
H -3.57 4.17 1.98  -0.1836
H -3.67 7.11 -1.09  0.4255
H -2.27 6.61 -2.04  0.2104
H -2.05 7.24 -0.41  0.2780
H -0.59 6.10 -3.32  0.3604
H 1.05 5.73 -3.85  0.4786
H 0.75 6.20 -2.18  0.1061
H -2.13 3.18 -3.50  0.1122
H -0.92 1.92 -3.75  0.1743
H -0.93 3.35 -4.80  0.3662
H 1.73 1.92 -2.50  -0.0593
H 2.56 3.41 -2.06  -0.4937
H 2.18 3.06 -3.76  0.4884
H -0.23 5.14 3.44  0.5305
H 1.48 4.67 3.44  -0.0699
H 0.23 3.47 3.12  -0.2257
H -0.64 7.02 1.35  0.2965
H 0.26 7.01 -0.17  0.2335
H 1.10 7.33 1.35  0.4207
H 2.64 3.55 0.37  -0.4287
H 3.15 5.02 1.19  0.4724
H 2.57 5.08 -0.49  -0.2318
C -9.44 -2.37 6.86  -1.3504
C -8.44 -1.40 6.30  0.8523
C -8.48 -0.05 6.59  -0.8505
C -7.54 0.83 6.08  -0.6858
C -6.52 0.37 5.25  -0.0450
N -5.57 1.30 4.79  0.1676
C -4.77 1.31 3.66  -0.2622
O -3.88 2.12 3.55  -0.5907
N -5.10 0.38 2.70  0.4542
C -4.41 0.26 1.48  -0.5671
C -5.12 -0.02 0.31  -0.6531
C -4.42 -0.08 -0.88  -1.4477
C -3.05 0.12 -0.87  -0.6263
N -2.36 0.31 0.26  1.5166
C -3.02 0.37 1.40  -0.1145
C -6.45 -0.99 4.98  0.1883
C -7.41 -1.86 5.49  -0.8364
H -10.11 -1.88 7.57  0.3424
H -8.93 -3.19 7.37  0.3290
H -10.05 -2.81 6.06  0.3003
H -9.27 0.34 7.23  0.3020
H -7.60 1.89 6.32  0.4165
H -5.43 2.12 5.36  0.3352
H -6.06 0.05 2.71  0.4669
H -6.19 -0.17 0.34  0.4756
H -4.94 -0.28 -1.81  0.5002
H -2.46 0.12 -1.78  0.3495
H -2.43 0.51 2.30  0.1508
H -5.63 -1.40 4.40  0.5568
H -7.33 -2.91 5.25  0.4169
Br 1.98 -2.97 1.57  0.2262
C 0.50 -3.52 0.55  0.0547
C 0.31 -4.86 0.25  -0.6521
C -0.79 -5.21 -0.50  -0.5800
C -1.66 -4.20 -0.91  -0.9212
C -1.37 -2.89 -0.57  -0.2887
N -0.31 -2.55 0.16  0.8702
H 1.02 -5.59 0.61  0.5280
H -0.97 -6.24 -0.77  0.3899
H -2.54 -4.42 -1.50  0.4781
H -2.00 -2.08 -0.88  0.2624

Lowest unoccupied orbital energy = 1.835 eV
Total charge = -1
Largest force on an atom = 0.018 hartree/bohr
HOMO = -4.7 eV

Values of energy relative to the best compared isomer or geometry (same formula, charge and spin), in order: 1.3411, 0.6581, 0.0000, all in eV.